Entry 1:
Molecular formula: C31H58BrN6O6P2S5
Method: DFT, ωB97M-V/def2-TZVPD

CARTESIAN COORDINATES (ANGSTROEM)
C 1.06954 2.20244 4.63222
C 1.95280 1.02981 4.30844
O 1.54294 0.24237 3.15117
C 1.29782 0.81857 2.00364
N 2.10487 1.57079 1.31838
C 3.48354 1.87662 1.70149
C 4.26669 0.57068 1.94680
C 5.45819 0.42235 0.96908
S 7.03001 0.32400 1.87384
C 1.44831 2.01644 0.07826
P 2.59023 2.42963 -1.35863
S 3.77773 3.93546 -1.13077
P 0.67999 3.76306 0.53854
N 1.93199 4.54657 1.40955
O 0.58644 4.57897 -0.86588
C 0.40807 0.84232 -0.16273
C -0.83400 1.27684 -0.96205
C -0.75771 1.08030 -2.48475
S -2.18999 1.89363 -3.25060
C -1.87577 3.56333 -2.98056
N -2.29230 4.25494 -1.96355
N -1.80228 5.52464 -2.10282
C -1.11638 5.52191 -3.19956
O -1.11489 4.34355 -3.80628
C 1.26258 -0.27306 -0.82516
C 0.86171 -1.76704 -0.77926
C -0.52112 -2.11569 -1.30229
O 1.76241 -2.45625 -1.66155
C -0.02320 0.55043 1.32844
Br -1.44551 1.71104 2.05389
C -0.52491 -0.87923 1.64108
C -1.24488 -1.13534 2.96400
C -1.06634 -2.63997 3.27242
S -2.31134 -3.27661 4.40807
C -3.75069 -3.02111 3.46730
S -5.16605 -2.83590 4.20337
N -3.62453 -2.99848 2.05631
C -3.37971 -4.05305 1.19718
C -3.35901 -3.52240 -0.05501
N -3.58835 -2.16020 -0.00828
C -3.74700 -1.89148 1.26464
H 0.88718 2.87987 3.80172
H 1.56334 2.77934 5.40901
H 0.10330 1.91479 5.02808
H 2.98000 1.36354 4.21789
H 1.94438 0.33855 5.14001
H 3.99382 2.41669 0.91589
H 3.51861 2.51749 2.57380
H 4.60926 0.52507 2.97072
H 3.62146 -0.28794 1.78747
H 5.36557 -0.52913 0.45860
H 5.46188 1.19165 0.20364
H 6.84109 1.19775 2.87045
H 3.29988 1.27980 -1.74871
H 1.67732 2.66250 -2.39438
H 2.01360 4.11607 2.32086
H 1.62241 5.50337 1.55207
H -0.35675 4.80124 -0.94026
H -1.02755 2.32983 -0.80490
H -1.68986 0.68904 -0.65425
H 0.12887 1.49676 -2.94846
H -0.82941 0.04413 -2.79226
H -0.57950 6.35905 -3.59554
H 2.27239 -0.24466 -0.41853
H 1.39485 -0.07397 -1.88405
H 1.05699 -2.20237 0.19375
H -1.28242 -1.36384 -1.14997
H -0.83158 -3.05637 -0.86146
H -0.43055 -2.30917 -2.36766
H 2.59661 -2.59579 -1.19824
H 0.33917 -1.53248 1.63971
H -1.23472 -1.12439 0.86025
H -0.83919 -0.59603 3.81137
H -2.30577 -1.00158 2.86926
H -1.22391 -3.16459 2.32797
H -0.05768 -2.88965 3.58170
H -3.25508 -5.07311 1.49956
H -3.21442 -4.03110 -0.98771
H -3.95844 -0.89732 1.61416
C -7.49035 0.45592 -2.75074
C -7.16987 1.11996 -4.07948
O -7.71343 2.41868 -4.22314
C -7.29458 3.37782 -3.27162
C -5.79508 3.61863 -3.25792
H -8.56953 0.39868 -2.60483
H -7.07942 -0.55381 -2.72633
H -7.06984 1.00382 -1.90622
H -7.60194 0.53307 -4.88980
H -6.08626 1.13768 -4.24943
H -7.64887 3.10375 -2.27149
H -7.80728 4.30086 -3.54119
H -5.24027 2.71865 -2.98609
H -5.54238 4.39621 -2.53623
H -5.45225 3.93398 -4.24594
C 4.46681 -5.84793 1.06113
C 3.63581 -5.31488 -0.09191
O 3.82621 -3.92967 -0.34724
C 5.14552 -3.52818 -0.68562
C 5.69567 -4.18423 -1.93844
H 4.25222 -5.29404 1.97633
H 4.24051 -6.90041 1.22859
H 5.53702 -5.76673 0.86821
H 2.57715 -5.42455 0.14266
H 3.81518 -5.89621 -1.00116
H 5.81967 -3.68030 0.16421
H 5.08334 -2.44852 -0.84433
H 5.78350 -5.26474 -1.82823
H 6.68645 -3.79031 -2.16418
H 5.04125 -3.99107 -2.78943

E_tot ... -197100.277 eV
Highest occupied orbital energy ... -10.77 eV
Orbital gap ... 7.034 eV
Total charge ... +1

Entry 2:
Molecular formula: C31H58MgN9O9
Method: DFT, ωB97M-V/def2-TZVPD

CARTESIAN COORDINATES (ANGSTROEM)
Mg -0.69996 -2.18754 1.70233
O 0.91699 0.02521 -0.89749
C 0.31087 -0.70836 0.01513
O -0.57919 -1.56998 -0.25438
O 0.65024 -0.66698 1.24823
H 0.46893 -0.27538 -1.74829
C 1.73733 2.99494 1.40557
C 0.62406 3.50395 2.30418
O 0.60857 3.24029 3.50037
N -0.25988 4.31323 1.69198
C -1.45835 4.82338 2.33991
H 1.86663 1.91613 1.43873
H 2.68840 3.43393 1.71582
H 1.60549 3.34542 0.38013
H -0.06781 4.56831 0.73523
H -1.55477 5.89402 2.17572
H -1.37068 4.66646 3.41228
H -2.30522 4.24981 1.95768
C -4.42873 -0.89194 2.91996
C -3.25126 -0.29662 2.18102
O -2.21024 -0.94416 2.06887
N -3.35170 0.93723 1.71941
C -2.30066 1.53058 0.90782
H -5.33991 -1.05211 2.34479
H -4.70679 -0.25714 3.76711
H -4.14533 -1.83813 3.37633
H -4.21392 1.44929 1.77705
H -1.39394 1.74598 1.47775
H -2.65227 2.46746 0.48018
H -1.98151 0.88490 0.08736
C -2.66869 5.88992 -1.49915
C -1.39450 5.08804 -1.51057
O -0.36655 5.59409 -1.05638
N -1.35460 3.83587 -2.00856
C -0.16082 3.01819 -2.11362
H -3.16360 5.77132 -0.53602
H -3.35347 5.57047 -2.28997
H -2.44258 6.93570 -1.67549
H -2.22847 3.45122 -2.33159
H 0.13760 2.59503 -1.15748
H 0.59625 3.65070 -2.57566
H -0.29254 2.19146 -2.81087
C -3.96427 -5.08879 2.05788
C -2.92945 -4.45371 1.15599
O -2.08432 -3.65701 1.58873
N -2.96187 -4.78814 -0.13581
C -1.94128 -4.45862 -1.11748
H -3.77039 -4.74639 3.06892
H -3.92555 -6.17531 1.98950
H -4.97227 -4.81621 1.74093
H -3.73623 -5.34298 -0.46205
H -2.11397 -3.48937 -1.58297
H -1.91496 -5.23090 -1.88334
H -0.96213 -4.46828 -0.64138
C -0.87080 -3.23884 5.60796
C -0.57874 -2.02313 4.76337
O -0.17707 -2.19882 3.59858
N -0.72021 -0.81393 5.26233
C -0.13166 0.36903 4.63583
H 0.07545 -3.72913 5.83951
H -1.49173 -3.92370 5.03896
H -1.28778 -2.95927 6.57594
H -1.13243 -0.66762 6.16764
H 0.91081 0.17712 4.37510
H -0.21788 1.28995 5.19605
H -0.54422 0.49789 3.63040
C -2.77524 -0.20937 -3.39572
C -1.36379 -0.44034 -3.94028
O -0.38264 -0.42114 -3.20647
N -1.30362 -0.76071 -5.23230
C -0.05658 -0.99901 -5.96380
H -2.98694 0.84683 -3.57459
H -2.77968 -0.47292 -2.34179
H -3.52129 -0.80077 -3.92332
H -2.13132 -0.81949 -5.79724
H 0.77125 -1.07277 -5.26877
H 0.12466 -0.20478 -6.69104
H -0.20751 -1.88857 -6.57595
N 3.26042 -0.36565 2.72399
C 3.63006 -0.80660 3.97599
C 4.94998 -0.46539 4.13559
C 5.42749 0.08613 2.92697
C 4.34836 0.09549 2.05946
H 2.34661 -0.46546 2.30783
H 2.78153 -1.12874 4.56110
H 5.52251 -0.60686 5.03975
H 6.45719 0.36231 2.78653
H 4.31367 0.43562 1.03639
N 4.68228 1.39962 -4.62839
C 4.44395 2.48177 -3.83614
C 3.16770 2.30045 -3.30318
C 2.64696 1.12832 -3.89838
C 3.63298 0.53263 -4.63952
H 5.55100 1.27618 -5.11858
H 5.21917 3.22196 -3.74599
H 2.70632 2.99455 -2.62281
H 1.68379 0.75580 -3.58045
H 3.66829 -0.45064 -5.07500
N 2.94270 -1.94141 -2.41665
C 1.97685 -2.81919 -2.78523
C 2.54549 -4.05568 -2.95901
C 3.92904 -3.89622 -2.67390
C 4.15914 -2.59026 -2.33017
H 2.81637 -0.96303 -2.22270
H 0.93017 -2.55723 -2.81037
H 2.11663 -5.00394 -3.23281
H 4.66384 -4.67433 -2.81190
H 5.02169 -1.99522 -2.08714

E_tot ... -70374.067 eV
Highest occupied orbital energy ... -9.24 eV
Orbital gap ... 7.077 eV
Total charge ... +1

> Which of these has the highest orbital gap?

C31H58MgN9O9

> Number 2 is which compound?

C31H58MgN9O9